C37H96F3N6O15S | ωB97M-V/def2-TZVPD

```
158
Properties=species:S:1:pos:R:3:forces:R:3:mulliken_charge:R:1
C -7.989286 4.167200 -12.348703 -2.7 0.7 1.2 -0.690
O -7.696116 4.650414 -11.005115 0.3 -0.4 -0.2 -0.353
C -8.759922 5.206727 -10.282051 0.4 1.8 -0.6 -0.603
C -8.164766 6.445764 -9.619007 0.3 1.0 0.2 -0.592
N -7.089445 6.133279 -8.592878 -0.8 -0.4 -0.1 -0.095
H -7.484261 5.868479 -7.697397 -0.4 0.4 0.4 0.397
H -6.752933 5.238547 -8.895155 1.3 -0.6 -0.6 0.365
C -6.045206 7.177444 -8.427511 0.6 0.4 -0.6 -0.532
C -4.732039 6.622547 -7.966939 0.6 -1.0 0.8 -0.599
O -4.920329 6.016449 -6.673969 0.0 0.9 -0.5 -0.286
C -3.758828 5.563898 -6.004944 0.6 -1.0 0.2 -0.579
H -7.089106 3.812725 -12.762979 1.0 -0.4 -0.4 0.242
H -8.413764 5.032210 -12.930848 0.4 -1.0 0.3 0.311
H -8.757042 3.344687 -12.247347 0.8 0.8 -0.4 0.291
H -9.224296 4.540443 -9.588301 -0.3 -0.7 0.5 0.367
H -9.546836 5.655834 -10.905270 0.0 -0.4 -0.2 0.440
H -8.846463 7.119940 -9.102505 -0.4 -0.2 -0.2 0.462
H -7.634881 7.029109 -10.394319 -0.4 -0.4 0.3 0.292
H -6.358753 7.940456 -7.699684 -0.3 -0.3 -0.4 0.310
H -5.886638 7.623259 -9.433002 -0.2 -0.1 0.7 0.379
H -4.026604 7.469064 -7.976858 0.0 -0.3 0.3 0.405
H -4.344325 5.821050 -8.609171 0.0 0.3 -0.4 0.378
H -3.001570 6.338777 -5.756047 -0.7 -0.1 -0.3 0.308
H -3.214290 4.735067 -6.540552 -0.6 0.8 0.1 0.322
H -4.136136 5.119392 -5.072433 0.2 0.2 -0.2 0.068
C 4.027317 -0.960897 4.893729 -0.2 0.6 -1.2 -0.841
O 3.506358 -1.603289 6.031612 0.4 -1.0 1.1 -0.335
C 4.390066 -2.590416 6.590981 -1.4 -0.6 0.9 -0.445
C 3.823058 -2.991539 7.974632 0.0 2.6 -0.4 -0.866
N 2.371900 -3.319520 7.894082 0.4 -0.4 0.7 -0.132
H 2.029008 -3.275516 8.882161 0.0 -0.4 -1.1 0.420
H 1.893691 -2.529187 7.397679 0.3 -0.9 0.0 0.451
C 2.090815 -4.693557 7.259411 -2.2 1.9 -1.0 -0.688
C 0.533706 -4.600307 6.941381 0.8 -1.4 -1.4 -0.577
O 0.130761 -3.447988 6.271043 0.5 0.9 -0.6 -0.241
C 0.792623 -3.385379 5.002123 0.0 0.7 0.1 -0.516
H 4.221134 -1.673732 4.083275 0.2 -0.1 0.2 0.338
H 4.929711 -0.413407 5.148088 0.2 0.0 -0.1 0.364
H 3.295036 -0.237123 4.469085 0.3 -0.5 0.7 0.247
H 5.389912 -2.289662 6.832861 0.7 0.8 -0.4 0.541
H 4.467464 -3.497069 5.988672 -0.1 0.1 -0.5 0.300
H 3.868445 -2.083250 8.621653 0.1 -0.6 -0.4 0.403
H 4.385610 -3.751095 8.472035 0.2 -0.8 0.1 0.402
H 2.248495 -5.465697 7.987220 0.4 -0.3 0.3 0.448
H 2.677323 -4.815092 6.318105 -0.2 0.1 1.1 0.314
H -0.014609 -4.563120 7.841906 -0.6 -0.4 1.2 0.372
H 0.224978 -5.476867 6.303149 0.4 0.4 0.9 0.375
H 1.854949 -3.307301 5.209059 0.3 0.1 -0.5 0.088
H 0.499134 -2.491736 4.419790 -0.2 -0.6 0.5 0.207
H 0.600365 -4.298243 4.454391 -0.1 -0.2 -0.4 0.378
C 3.240551 4.932194 -0.034485 1.3 -2.1 -2.5 -0.867
O 3.193256 4.068090 -1.294745 -0.1 0.6 1.8 0.004
C 4.306010 4.058192 -2.167946 -1.6 1.5 -1.3 -0.744
C 4.718561 2.670189 -2.495125 0.2 -0.1 0.4 -0.519
N 3.617009 1.810676 -2.976767 -0.5 0.6 -0.9 0.290
H 3.084970 1.580639 -2.157869 -0.8 -0.3 1.1 -0.212
H 2.894277 2.230753 -3.591325 0.7 0.0 -0.1 0.547
C 4.076960 0.524397 -3.526009 -0.9 -1.1 0.1 -0.633
C 2.867990 -0.223544 -4.169767 0.3 0.1 -0.1 -0.534
O 2.146097 0.789837 -4.891655 1.3 -0.6 0.3 -0.331
C 1.238541 0.265600 -5.823076 0.5 -0.5 -0.7 -0.826
H 2.818224 4.369487 0.760091 -0.8 -0.5 0.4 0.219
H 2.729586 5.821629 -0.276594 -0.5 1.1 0.1 0.346
H 4.276616 5.068917 0.229208 0.4 0.5 -0.1 0.405
H 5.134367 4.675758 -1.838389 0.3 -0.2 0.3 0.481
H 3.980944 4.516790 -3.150265 0.2 -0.1 0.8 0.294
H 4.935232 2.163761 -1.582565 1.1 -0.3 0.7 0.328
H 5.564723 2.711195 -3.176791 -0.1 -0.4 -0.1 0.429
H 4.553751 -0.056679 -2.698391 -0.4 0.4 -0.8 0.301
H 4.774480 0.775557 -4.299932 0.5 -0.2 -0.4 0.492
H 2.175682 -0.696834 -3.463964 0.3 0.2 0.3 0.267
H 3.269903 -1.084914 -4.787750 -0.4 1.2 0.2 0.483
H 0.382858 -0.146534 -5.351747 -1.3 0.1 0.7 0.306
H 1.652097 -0.608283 -6.312655 0.5 -0.1 -0.5 0.345
H 1.014035 1.015361 -6.575901 -0.2 0.1 0.2 0.289
C -5.410045 3.762131 -2.211536 -0.2 1.3 -0.1 -0.779
O -4.060540 3.489325 -1.885143 0.6 0.2 -0.3 -0.294
C -3.721240 4.009560 -0.617660 -0.8 0.5 0.0 -0.611
C -2.346466 3.534006 -0.248087 0.8 0.9 0.5 -0.245
N -1.335467 4.138042 -1.199690 -1.1 1.1 1.1 0.963
H -0.572556 3.489846 -1.332977 0.8 -0.5 -0.4 -0.327
H -1.805220 4.317891 -2.085518 0.1 -0.2 -0.3 0.360
C -0.878458 5.451245 -0.642490 1.4 -0.1 0.1 -0.806
C 0.083465 6.159029 -1.605763 0.6 -0.5 0.7 -0.506
O -0.638245 6.392811 -2.736487 -1.3 -0.1 -2.5 -0.378
C -0.080287 7.236549 -3.749977 2.4 0.7 2.5 -0.936
H -6.041532 3.454611 -1.389935 -0.4 -0.2 0.3 0.351
H -5.668143 3.183752 -3.090162 0.0 0.1 -0.2 0.242
H -5.603177 4.876471 -2.373534 0.4 -1.3 0.0 0.275
H -4.406717 3.548258 0.093916 -0.2 0.4 0.4 0.539
H -3.851727 5.139572 -0.629438 0.2 -1.1 0.3 0.354
H -2.266805 2.483505 -0.394715 -0.2 -0.7 0.0 0.133
H -2.024705 3.777527 0.817935 -0.5 -0.2 -1.5 0.370
H -0.304148 5.182882 0.259952 -0.5 0.3 -0.1 0.449
H -1.776859 6.044877 -0.435232 0.4 -0.1 0.0 0.373
H 0.971587 5.501917 -1.806367 -0.5 0.4 0.2 0.210
H 0.412724 7.117145 -1.192311 0.2 -0.1 0.5 0.507
H 1.039738 7.274384 -3.708976 -0.7 -0.6 0.0 0.303
H -0.311240 8.260340 -3.532859 -0.7 0.7 0.0 0.380
H -0.334907 6.995193 -4.727493 -0.9 -0.9 -1.5 0.324
C 9.672395 -10.072085 1.678095 2.3 0.2 -0.8 -0.715
O 8.932311 -10.588911 0.603955 -0.4 -0.4 -0.8 -0.347
C 9.656990 -11.038978 -0.547719 1.5 -0.5 0.5 -0.555
C 8.576779 -11.509256 -1.468877 -1.4 -0.1 0.8 -0.558
N 7.587675 -10.402110 -1.438341 -0.3 0.6 -0.7 -0.256
H 7.361033 -10.220598 -0.448917 -0.2 -0.2 -0.3 0.417
H 8.021591 -9.546641 -1.764095 0.2 0.5 -0.1 0.390
C 6.493206 -10.689733 -2.375216 -1.5 0.5 -0.3 -0.599
C 5.504886 -9.491316 -2.547503 1.1 0.3 -0.5 -0.675
O 6.324641 -8.349584 -2.459346 1.1 0.2 0.2 -0.316
C 5.713004 -7.242148 -3.079813 -0.6 0.7 0.2 -0.708
H 9.016816 -9.679388 2.428191 -0.4 0.4 0.1 0.257
H 10.410815 -9.339763 1.259166 -0.8 0.0 0.7 0.315
H 10.306486 -10.830879 2.126487 -0.1 -0.4 0.2 0.286
H 10.321845 -11.891381 -0.332727 -0.2 0.2 0.3 0.423
H 10.345988 -10.274743 -0.985206 -0.8 -0.1 0.3 0.410
H 7.998230 -12.303725 -0.993344 0.5 -0.4 0.1 0.350
H 8.716954 -11.825943 -2.500378 0.8 0.4 0.1 0.379
H 5.970560 -11.554115 -2.017415 -0.3 -0.6 0.2 0.364
H 7.006712 -10.971424 -3.296885 -0.4 0.3 -0.2 0.371
H 4.642585 -9.398849 -1.891776 0.2 -0.5 0.8 0.440
H 5.041948 -9.426788 -3.523599 0.0 -0.9 -0.6 0.468
H 5.437887 -7.499047 -4.113941 0.1 0.2 0.2 0.328
H 6.340819 -6.313193 -3.066956 -0.3 -1.2 0.2 0.234
H 4.794758 -7.081235 -2.493686 0.0 0.5 -0.4 0.296
C -3.896164 -2.264071 6.385838 -0.9 -0.4 -0.2 -0.786
O -4.363629 -1.161695 7.157940 1.2 0.1 0.8 -0.259
C -3.314029 -0.606654 7.933910 -1.8 1.6 1.4 -0.562
C -3.333030 -0.957424 9.494995 -1.3 0.6 -1.7 -0.649
N -4.508423 -0.188870 10.091677 0.2 -0.9 0.3 -0.214
H -4.404616 -0.119539 11.126752 -0.2 0.0 -0.9 0.398
H -4.453641 0.750742 9.693955 -0.1 0.4 0.1 0.342
C -5.969183 -0.610853 9.768209 0.1 1.7 -0.3 -0.547
C -6.714083 0.751999 9.948022 0.1 -1.2 0.5 -0.578
O -6.193211 1.615915 8.976468 -0.2 0.9 0.3 -0.316
C -6.763422 2.936717 9.184539 -0.5 0.2 -1.5 -0.768
H -4.628246 -2.326035 5.591745 0.0 -0.3 -0.3 0.261
H -3.911521 -3.225778 6.939769 0.2 0.6 -0.1 0.269
H -2.921826 -2.060546 5.940592 0.1 -0.1 0.1 0.381
H -3.461935 0.556624 7.919538 0.5 -1.9 -0.2 0.308
H -2.380013 -0.874135 7.490147 0.9 0.0 0.0 0.492
H -2.411050 -0.582386 9.897631 0.3 0.4 0.5 0.382
H -3.461907 -1.982535 9.792153 0.0 -0.6 -0.3 0.373
H -6.311419 -1.395312 10.422398 0.1 -0.1 0.4 0.461
H -6.075581 -0.944634 8.721657 0.6 0.3 0.5 0.259
H -6.511819 1.182513 10.964566 -0.3 -0.5 -0.5 0.355
H -7.793449 0.585442 9.826458 0.2 0.1 0.1 0.481
H -6.267002 3.658050 8.522912 0.1 -0.5 0.1 0.245
H -6.624752 3.277063 10.196607 0.0 -0.1 0.5 0.359
H -7.845499 2.953926 8.887174 0.9 -0.2 0.5 0.307
C -0.320684 0.074997 -0.730818 -0.1 -0.5 -0.4 0.519
F 0.032289 -0.857380 0.154347 0.0 0.1 -0.1 -0.214
F -0.477566 -0.493052 -1.936074 0.1 0.0 0.4 -0.240
F -1.520917 0.557380 -0.359195 0.4 0.0 0.0 -0.261
S 0.959648 1.396650 -0.827242 0.4 0.4 -1.4 1.245
O 2.241660 0.662311 -0.872869 -1.3 0.7 -0.2 -0.824
O 0.600071 2.105873 -2.102381 0.6 -0.9 2.0 -0.995
O 0.728873 2.161720 0.372193 -0.1 0.3 0.0 -0.644
```
Positions in Å, forces in eV/Å.

Computed properties:
* highest occupied orbital energy: -17.02 eV
* energy relative to the best compared isomer or geometry (same formula, charge and spin): 0.0 kJ/mol
* largest force on an atom: 0.06881 Eh/bohr
* charge: +5